DFT (ωB97M-V with the def2-TZVPD basis set) results for a gas-phase ion, C3H4NS (charge +1).

Computed properties:
E_LUMO (alpha / beta) = -4.1475 / -9.7867 eV
M = 86.139 g mol⁻¹
Charge = +1
Kohn-Sham gap (alpha / beta) = 9.27 / 6.52 eV
Energy above the lowest of the compared OMol25 structures with the same formula, charge and spin = 39.67 kJ/mol
Energy = -15489.011 eV
HOMO level (alpha / beta) = -13.42 / -16.30 eV
2S+1 = 3

Positions of all 9 atoms, in Å:
C  0.699  -0.484  -0.122
C  -1.322  -1.286  0.132
C  -0.005  0.850  -0.179
N  -0.041  -1.542  -0.039
S  -1.724  0.366  0.094
H  1.738  -0.797  -0.175
H  -2.245  -2.023  0.202
H  0.093  1.387  0.759
H  0.079  1.714  -0.820